Record 1
7 unconnected molecules or ions with the total composition C25H43NO18 at a distorted geometry, computed with ωB97M-V/def2-TZVPD.

Spin multiplicity   1
Maximum force   9.60 eV/A
Total charge   0
SMILES   C[C@H]1COC(=O)O1.C[C@H]1COC(=O)O1.C[C@H]1COC(=O)O1.COC(=O)OC.COC(=O)OC.COC(=O)OC.CCCC#N
Energy relative to the best compared isomer or geometry (same formula, charge and spin)   574.32 kJ/mol
Orbital gap   10.20 eV

```
87
Properties=species:S:1:pos:R:3:forces:R:3
C 4.387079 0.332693 -0.806949 -3.10 0.73 -3.35
C -1.218652 1.255171 -1.367836 -2.51 -1.07 0.89
C 0.702907 1.568372 2.927413 8.44 4.25 1.70
H 1.707353 -1.474679 2.590917 -0.46 -0.43 -0.84
C 1.196967 2.409178 0.800262 2.50 2.17 0.75
H -6.338735 3.467548 -1.836698 0.94 0.24 -0.29
C 5.752795 0.234449 0.903384 1.07 1.80 1.94
H -7.037562 2.293931 -2.779360 -2.11 -0.99 -1.73
C 3.120968 -0.319754 -5.664161 2.34 1.97 -4.31
H -0.182282 0.980386 -5.223139 0.13 -0.15 -0.33
H -2.993983 2.448641 0.940299 -0.71 -1.06 -0.05
O 4.447936 1.540235 -0.357372 -2.30 2.64 -1.77
H 2.989442 -0.993570 1.677168 0.88 0.79 -0.55
H 1.696986 3.274049 1.356389 -0.30 -0.78 -1.53
O -1.720696 -2.332932 3.152153 -0.15 -0.54 -0.28
C 0.325184 0.557607 5.010008 0.62 1.40 0.45
H 6.865827 0.162843 0.893145 -1.00 -0.35 0.14
H -3.418515 -3.660381 2.801773 0.82 1.10 0.34
O 5.178792 -0.409833 -0.162806 1.75 -4.43 0.35
H -3.590390 2.269382 -0.751613 0.92 -0.45 0.56
O 2.721046 0.849773 -5.186413 -0.25 2.54 -0.06
C -3.598677 -0.920601 -3.888326 2.83 -1.41 0.03
C -1.993629 0.759853 -0.127170 1.01 0.64 1.81
H -1.584976 0.648964 -2.159728 -0.80 -0.30 -0.98
C -1.305076 -2.987777 4.202525 -2.72 -7.16 1.63
C 4.578178 2.313662 1.840862 2.04 -0.46 1.87
H -4.047181 -1.126807 -4.785675 -0.54 0.21 -2.94
C 5.277394 1.683278 0.695206 2.59 1.03 0.52
H 2.201078 1.259452 -3.227230 -0.02 -0.08 -0.18
O 0.279625 1.965732 1.722170 -2.22 -3.08 2.93
H 1.251904 0.038436 5.099325 1.07 0.23 -0.63
C 1.742879 -0.769282 -4.001868 2.09 1.56 4.31
O -4.256543 0.693266 0.327626 -1.46 4.75 1.49
H -3.425553 -1.942605 2.154149 0.50 -1.12 -0.11
C 0.419099 1.538301 -4.514294 2.02 -1.21 -0.63
C -0.014158 -2.230577 0.266037 0.06 0.96 0.95
H 6.144171 2.295168 0.351439 -0.53 -0.08 0.33
O -4.652146 -1.460747 0.025670 1.73 2.11 -0.58
H 0.141001 -3.266650 0.618146 -0.69 0.39 -0.18
H 3.851746 1.653795 2.314078 0.22 -0.16 0.13
H -0.319384 -0.092132 5.499437 -2.04 -1.22 -0.20
O -0.265316 -2.346542 4.699075 -1.56 0.29 -1.57
H 2.090875 -1.150989 -2.979406 -0.54 0.73 -1.41
O 3.640736 0.049488 -1.717567 0.67 -0.62 0.58
H -1.410924 0.571706 0.835190 -0.22 1.22 -1.35
H 5.475088 2.518443 2.528535 -1.70 0.02 -0.26
C 0.415594 -2.944234 5.715931 0.82 -2.56 1.00
O -5.070571 1.958986 -2.515841 1.86 -0.38 -0.68
O -1.810340 -4.209215 4.653735 3.16 7.47 -2.46
H 0.288972 1.434974 5.645144 0.52 0.49 -0.35
H 5.274425 -0.033157 1.847341 0.49 -0.90 0.04
H -0.215053 1.769639 -3.712112 -0.64 0.06 1.47
H -0.208281 1.110073 -1.473771 2.62 -0.22 0.66
C -0.607676 -2.178600 -1.091300 0.72 -0.49 1.45
H 1.051835 -3.786212 5.408275 -0.74 -0.27 -0.32
H -4.073954 -1.624050 -3.333622 -1.61 -1.71 2.64
H -0.199717 -3.242396 6.549413 -0.28 -0.05 0.17
O -5.994804 -0.091730 -3.285074 5.22 5.24 1.28
H 1.953647 -2.086874 -0.464008 0.26 0.44 -0.24
H 2.690106 -2.645657 1.713262 0.06 -0.99 -0.10
H -1.511835 2.264388 -1.541136 0.09 0.85 -0.30
H 1.990022 1.696226 0.499390 -0.68 0.09 0.27
O 1.954937 2.023231 3.374777 -6.87 -2.88 -2.39
H -2.536908 -1.191307 -3.779210 -0.37 0.29 -0.70
C -2.793943 -2.848441 2.339122 -1.98 -0.60 -0.69
O -3.719049 0.357877 -3.454569 -1.93 4.58 2.07
C -6.333216 2.401403 -2.051014 0.92 0.92 1.75
H 1.136857 -2.267834 5.979764 1.56 2.06 1.21
H 0.768473 -0.988766 -4.100190 -3.32 -2.00 -1.09
H 1.192697 -0.491000 -0.062816 0.75 -1.17 0.65
C 2.200846 -1.704906 1.615944 -1.44 1.06 0.47
O -2.596263 -0.522588 -0.213817 0.27 -0.90 -1.70
C -3.196838 1.706663 0.133914 -0.49 -0.69 -0.99
H -2.511608 -3.356333 1.365953 0.51 1.16 1.08
H -6.548228 1.974007 -1.089842 -0.37 -0.87 0.12
O 3.818410 -0.394984 -6.697900 -1.92 -0.37 3.40
C 1.751578 0.785462 -4.102885 0.37 -0.41 -0.87
H 4.033253 3.206283 1.632545 0.07 0.81 -0.41
O 2.639047 -1.258448 -4.937219 -0.53 -2.93 -0.04
C 1.380089 -1.557017 0.295067 -0.14 0.49 -0.28
H 0.563956 2.689548 -0.010912 0.18 0.50 -0.78
C -3.911792 -0.474317 -0.019134 -0.77 -4.76 0.65
H -0.668316 -1.612392 0.956187 0.45 -1.24 -0.68
C -4.968860 0.767373 -3.081599 -4.99 -6.13 -1.64
O -0.081841 0.880756 3.664989 -1.26 -0.90 -0.08
N -1.064649 -2.154226 -2.136745 -0.06 0.05 -0.79
H 0.706315 2.489850 -4.930806 0.18 0.27 -0.40
```
Positions in Å, forces in eV/Å.

Record 2
A molecular structure, C25H43NP2Y at a distorted geometry, computed with ωB97M-V/def2-TZVPD.

Spin multiplicity   1
Maximum force   2.23 eV/A
Total charge   +1
Orbital gap   7.66 eV

```
72
Properties=species:S:1:pos:R:3:forces:R:3
H -1.252162 1.597653 -5.790114 0.01 -0.10 0.48
H 0.972676 -1.514551 -5.491564 -0.16 0.37 0.00
H 0.027352 3.218349 0.018729 0.27 -0.11 0.05
H -1.275027 -1.134602 -2.170844 0.22 -0.23 0.30
H 3.546627 1.746538 -0.906866 0.09 -0.32 0.02
C -0.480931 1.639367 2.504585 -1.29 1.19 1.38
H 3.424310 -1.841348 4.256378 -0.04 0.15 -0.34
H 3.879160 0.566376 0.402102 -0.19 0.12 -0.15
H 0.432142 0.081920 -6.021016 0.08 -0.27 0.68
C 3.126507 0.923772 -0.313767 -0.09 0.39 -0.25
H 1.523014 3.294215 2.208069 0.19 -0.01 -0.11
C -1.108116 -1.150979 -5.058591 0.38 -0.33 -0.61
H 1.185474 2.883488 -1.301138 -0.17 0.14 -0.06
H 0.032312 0.867206 -1.942361 -0.19 0.20 0.22
H 2.055439 -3.213774 1.355229 -0.09 -0.05 0.06
C 2.338038 2.850416 1.628447 0.13 0.00 0.32
H -2.104256 -3.914819 3.605613 -0.04 0.11 -0.36
H -1.571395 -1.094869 -6.063442 0.12 -0.19 0.38
C -0.720450 -2.353035 3.229809 1.05 0.64 0.19
H -1.984551 -2.037601 -0.822190 0.32 0.33 0.11
H 1.599568 -4.417115 2.558215 0.06 -0.05 -0.31
H -3.568563 1.758415 -0.146706 0.07 -0.19 -0.11
H -2.153324 0.374152 4.596164 0.06 -0.21 0.08
H 0.532769 0.099609 6.289938 0.15 0.04 -0.33
H 3.316268 -1.622357 2.491870 -0.07 0.10 0.37
H -0.220844 -1.677266 -0.866390 -0.28 0.26 0.12
H -2.789583 -2.576962 2.669563 0.31 -0.27 -0.01
C -1.831818 0.906982 -3.828757 -1.07 -0.86 -0.29
H -2.817226 -0.966209 -3.685448 0.58 0.14 0.50
H 0.254079 3.171896 -3.732405 0.29 -0.44 -0.23
N -0.970391 2.501649 3.136870 0.92 -1.26 -1.25
P -1.621457 0.381069 -0.304026 0.43 -0.02 0.18
H -1.764618 2.811264 -4.623725 0.13 -0.13 -0.27
H 1.990768 1.584074 -3.125577 -0.86 -0.31 0.36
H 2.819588 3.599242 0.988278 -0.06 -0.13 0.16
H -1.676062 -3.746619 1.887314 -0.14 0.12 0.27
C 2.897262 -1.290348 3.458639 0.63 0.02 0.15
C 0.294194 2.276920 -4.384237 0.34 0.23 -0.36
H -1.152483 2.125499 -1.857902 0.24 0.20 0.13
Y 0.048239 -0.513773 1.633047 -0.34 0.20 2.01
H 2.849136 0.084939 -0.961823 0.11 0.19 -0.03
H 1.403603 -0.870771 -3.255262 0.40 0.41 -0.30
H 1.942700 0.534313 5.287565 -0.22 -0.02 0.10
H 3.145174 -0.221179 3.597933 -0.09 -0.48 -0.12
C 0.514269 -0.726581 4.312872 0.26 -0.72 -0.85
C 1.216143 -3.579434 1.962575 0.22 -0.66 0.03
C 0.978929 -0.113473 -3.925715 0.59 0.84 -0.29
H -4.001026 0.043466 -0.342463 0.06 0.11 0.05
H 0.449836 -3.985808 1.294748 0.11 0.00 0.03
H -1.904401 -0.811857 5.886816 -0.05 -0.01 -0.34
C 0.862036 0.354496 5.268802 0.07 0.49 0.16
H -3.483006 0.974641 -1.761163 -0.17 -0.02 0.30
C 0.535812 2.431033 -0.547763 0.06 -0.63 0.60
C 1.137590 1.209459 -3.719873 0.53 -0.54 -0.38
H 0.789438 2.592679 -5.318331 -0.12 0.13 0.30
H 3.069772 2.421540 2.323268 -0.06 0.22 -0.10
H -2.400748 1.370131 -3.018592 -0.09 -0.37 -0.75
C -1.878226 -3.183279 2.811551 -0.52 -0.46 -0.01
C -0.800530 -1.217351 4.099516 0.67 -0.56 -0.65
C -1.232528 -1.271071 -1.082823 -0.52 0.00 -0.53
H 0.366156 1.289156 4.979786 0.09 -0.12 0.21
H -1.064536 -2.222803 -4.793348 -0.26 0.41 -0.04
C 1.426903 -1.525746 3.547061 -1.08 0.05 0.02
C -3.332438 0.835539 -0.689451 -0.13 -0.15 -0.11
C -0.487403 1.525064 -1.237445 -0.25 -0.19 -0.26
P 1.665393 1.510659 0.625719 0.16 0.12 -0.48
C 0.366368 -0.645221 -5.185658 -0.95 -0.38 -0.42
C -1.173149 1.892519 -4.731313 0.73 0.47 -0.08
H -2.906404 -1.224915 4.478513 0.05 0.05 0.11
C 0.668981 -2.557353 2.888225 -0.65 1.16 0.57
C -1.952533 -0.410139 -4.070263 -0.54 0.83 -0.43
C -2.003831 -0.696523 4.794570 -0.45 0.32 0.23
```
Positions in Å, forces in eV/Å.

Record 3
A molecular structure, C25H44Cl3LaN4O3Si at a distorted geometry, computed with ωB97M-V/def2-TZVPD.

Spin multiplicity   1
Maximum force   3.06 eV/A
Total charge   0
Energy relative to the best compared isomer or geometry (same formula, charge and spin)   285.19 kJ/mol
Orbital gap   6.10 eV

```
81
Properties=species:S:1:pos:R:3:forces:R:3
H 2.200417 0.815004 -2.228125 0.37 -0.16 0.16
H -2.785949 4.622641 6.362997 -0.07 -0.29 0.02
H -3.131022 -2.000786 -1.480514 0.31 -0.18 -0.09
C -1.062544 -1.837599 -2.053876 0.23 0.48 -1.31
H 1.068114 -1.702762 -2.293268 -0.42 -0.25 0.30
H -2.015800 3.520313 -4.014963 0.28 0.20 0.23
Cl -2.352855 1.392433 1.905836 0.00 0.01 0.11
Cl 0.168605 1.290675 -0.668783 -0.65 1.27 -2.71
C -1.881844 -3.447246 -0.458214 0.01 0.02 0.02
H 0.887139 -3.185065 4.032295 0.01 -0.04 -0.20
H 0.287128 -2.947502 -4.039902 0.00 0.30 0.00
H -1.660902 -4.018422 4.323033 -0.04 0.06 -0.22
C -2.804763 3.523612 6.332802 -0.58 0.36 0.34
H 1.075503 4.453197 -2.955348 -0.02 -0.13 0.27
H 3.590010 -2.306906 -2.432531 0.08 0.19 0.06
H 2.973831 -1.847342 0.447096 0.07 0.37 -0.03
O 2.383245 0.088852 0.821000 0.80 -1.34 -0.88
H -1.888663 0.374849 -5.528159 0.20 -0.05 0.08
H -2.139394 2.622816 3.781289 0.30 -0.20 0.17
Cl 1.850779 3.651757 1.803669 0.20 0.22 0.06
C 0.180282 -2.152561 -4.774092 -0.62 0.37 0.03
C -1.480150 2.660726 -3.579638 -0.71 0.49 -0.50
N -0.750723 -2.981352 2.727741 0.10 0.36 0.36
H -2.159547 1.793603 -3.442368 0.48 0.75 -0.26
H -2.742637 -3.591194 2.959018 0.26 -0.10 0.07
C 0.667237 -3.268715 2.958857 -0.18 -0.11 0.09
C 1.922547 1.723488 5.392532 0.73 -0.24 -0.11
H 1.635444 -1.438923 -6.197829 -0.14 -0.14 -0.01
H -1.555082 -4.917875 2.792194 -0.07 0.16 0.00
C 0.988846 -2.309579 -6.015441 0.36 -0.27 -0.42
N -1.423392 2.646963 4.516516 0.69 -0.48 0.15
O -1.084809 0.452791 -2.827897 0.41 -1.93 -0.17
H -1.398480 3.752126 0.371074 -0.21 -0.03 -0.50
C -1.335524 -0.840238 -3.213522 -0.65 0.69 0.37
C 0.495643 -3.269503 -0.884240 -0.29 0.36 -0.16
C -0.583694 -3.928153 -0.286315 0.17 -0.07 0.17
C 3.225375 0.659233 -1.857657 -0.19 0.24 -0.20
C -0.282944 2.735035 6.397311 -0.53 -0.17 -0.93
H 2.536070 2.316962 4.691161 -0.21 -0.12 0.32
H -2.746171 2.931491 -0.454065 0.16 0.22 0.10
H 4.972155 -1.191793 -2.363422 -0.13 -0.08 0.28
C 4.178101 -1.656301 -1.770737 -0.38 -0.44 0.03
O -0.182296 -0.929347 2.007301 -1.18 -1.59 0.46
N 3.346763 -0.620921 -1.156689 -0.01 0.05 0.91
H -2.425678 -0.968038 -3.426075 -0.11 -0.13 0.03
H 0.371841 -2.449450 -6.914618 0.15 -0.01 0.11
H 1.637541 -3.184379 -5.906482 -0.01 0.09 -0.24
C -1.736653 -3.931289 3.230702 0.05 0.12 -0.14
C -1.540369 2.992551 5.802969 1.63 -0.37 -0.15
H -0.404827 -4.824012 0.313955 -0.05 0.29 -0.04
H -2.716973 -3.917891 0.073961 0.29 0.12 -0.24
H -0.884425 -0.589155 -6.645557 -0.06 0.10 0.25
N -0.198571 2.117494 4.226680 -0.29 0.42 1.09
H -2.145592 -1.530177 2.146135 0.37 -0.11 0.04
C 0.517288 2.178833 5.370617 -1.73 0.59 -0.37
H -2.957864 3.153974 7.352211 -0.08 0.13 -0.19
C 0.248772 -2.209763 -1.764800 0.20 -0.32 0.40
H 1.305464 4.269304 -1.180039 -0.14 0.02 -0.16
C -1.077827 -1.775473 2.280163 0.93 0.52 -0.32
H 0.067278 5.355811 -1.822682 0.02 -0.29 0.00
H -2.367106 4.635701 -0.829493 0.17 -0.27 -0.12
H -0.134553 0.653023 -5.639661 -0.28 -0.07 -0.01
C 0.566585 4.387030 -1.983379 0.27 -0.21 -0.20
H 3.492131 1.498471 -1.199435 -0.07 -0.30 -0.14
H -3.652360 3.205886 5.707531 0.25 0.13 0.24
H 4.615526 -2.272518 -0.978469 0.03 0.08 -0.27
H 0.881635 -4.288488 2.629879 -0.01 0.11 0.01
C -0.919589 -0.119287 -5.651522 0.21 0.15 -0.14
H -0.666253 2.361329 -4.251324 -0.37 0.05 0.14
H 1.520351 -3.589641 -0.693410 -0.19 -0.10 -0.05
C -2.117860 -2.384899 -1.333318 0.02 -0.29 0.19
C -1.929923 3.651898 -0.594915 -0.36 -0.20 0.22
Si -0.778742 3.067559 -1.937986 0.23 0.17 0.89
H 0.008963 2.925910 7.413740 -0.04 -0.02 0.10
H 2.334404 1.824341 6.403464 0.00 -0.05 -0.30
C -0.663317 -1.128113 -4.571339 0.56 -0.91 0.96
H 1.281252 -2.550186 2.405288 -0.27 -0.30 0.14
H 3.904427 0.611500 -2.714926 -0.14 0.20 0.23
La 0.484572 1.326162 1.860087 0.08 0.57 1.34
C 2.878650 -0.806116 0.086331 -0.14 1.00 0.08
H 2.017751 0.663617 5.089589 -0.09 0.36 0.20
```
Positions in Å, forces in eV/Å.